The following is a quantum chemistry calculation of 15 unconnected molecules or ions with the total composition C57H85Cl3O42, from OMol25.

As for the total energy: -184053.78006 eV. The multiplicity is 1. The HOMO-LUMO gap comes out at 10.33 eV. As for the molar mass: 1548.62 u. The calculation puts the largest force on an atom at 5.2 eV/Å.

Last columns: bonded neighbours and bond lengths (Å).
Positions of all 187 atoms, in Å:
1 C 5.545 2.403 5.154  C2 1.497, H8 1.085, H9 1.067, H10 1.105
2 C 4.416 3.221 4.608  C1 1.497, C3 1.519, O7 1.424, H11 1.112
3 C 3.388 2.393 3.856  C2 1.519, O4 1.401, H12 1.099, H13 1.074
4 O 2.174 2.877 4.362  C3 1.401, C5 1.339
5 C 2.352 3.654 5.437  O4 1.339, O6 1.139, O7 1.381
6 O 1.502 4.047 6.085  C5 1.139
7 O 3.696 3.903 5.631  C2 1.424, C5 1.381
8 H 5.160 1.657 5.841  C1 1.085
9 H 6.163 2.997 5.790  C1 1.067
10 H 6.132 1.943 4.339  C1 1.105
11 H 4.866 4.055 4.025  C2 1.112
12 H 3.530 1.344 4.151  C3 1.099
13 H 3.364 2.532 2.791  C3 1.074
14 C -8.136 -2.050 0.620  C15 1.526, H21 1.111, H22 1.075, H23 1.092
15 C -7.185 -1.428 -0.399  C14 1.526, C16 1.599, O20 1.425, H24 1.086
16 C -6.901 0.090 0.013  C15 1.599, O17 1.454, H25 1.079, H26 1.066
17 O -5.448 0.129 0.064  C16 1.454, C18 1.348
18 C -4.900 -1.055 -0.277  O17 1.348, O19 1.237, O20 1.385
19 O -3.712 -1.329 -0.485  C18 1.237
20 O -5.890 -2.020 -0.346  C15 1.425, C18 1.385
21 H -7.820 -1.867 1.669  C14 1.111
22 H -8.090 -3.104 0.410  C14 1.075
23 H -9.152 -1.660 0.535  C14 1.092
24 H -7.538 -1.594 -1.412  C15 1.086
25 H -7.274 0.346 0.993  C16 1.079
26 H -7.152 0.820 -0.723  C16 1.066
27 C -1.622 4.402 3.156  C28 1.528, H34 1.058, H35 1.114, H36 1.093
28 C -1.913 5.796 3.711  C27 1.528, C29 1.515, O33 1.446, H37 1.094
29 C -1.478 6.057 5.139  C28 1.515, O30 1.467, H38 1.091, H39 1.078
30 O -0.951 7.425 5.074  C29 1.467, C31 1.367
31 C -0.772 7.822 3.779  O30 1.367, O32 1.197, O33 1.361
32 O -0.261 8.846 3.428  C31 1.197
33 O -1.214 6.821 2.969  C28 1.446, C31 1.361
34 H -1.815 4.477 2.118  C27 1.058
35 H -2.362 3.688 3.584  C27 1.114
36 H -0.619 4.040 3.396  C27 1.093
37 H -2.961 6.056 3.536  C28 1.094
38 H -0.671 5.380 5.423  C29 1.091
39 H -2.200 6.096 5.938  C29 1.078
40 C 2.785 5.470 2.078  C41 1.501, H47 1.109, H48 1.074, H49 1.106
41 C 3.041 6.867 1.595  C40 1.501, C42 1.505, O46 1.433, H50 1.107
42 C 2.480 7.991 2.424  C41 1.505, O43 1.481, H51 1.107, H52 1.070
43 O 3.526 9.038 2.381  C42 1.481, C44 1.364
44 C 4.671 8.438 1.947  O43 1.364, O45 1.164, O46 1.338
45 O 5.692 8.988 1.842  C44 1.164
46 O 4.443 7.158 1.634  C41 1.433, C44 1.338
47 H 3.241 4.853 1.277  C40 1.109
48 H 1.741 5.213 2.091  C40 1.074
49 H 3.279 5.287 3.049  C40 1.106
50 H 2.716 6.999 0.545  C41 1.107
51 H 2.347 7.627 3.461  C42 1.107
52 H 1.605 8.482 2.052  C42 1.070
53 C -0.605 -1.501 -0.292  C54 1.512, H60 1.108, H61 1.101, H62 1.081
54 C -0.257 -0.043 -0.497  C53 1.512, C55 1.493, O59 1.480, H63 1.060
55 C -1.365 0.916 -0.214  C54 1.493, O56 1.572, H64 1.127, H65 1.092
56 O -0.593 2.082 0.503  C55 1.572, C57 1.375
57 C 0.631 1.581 0.878  O56 1.375, O58 1.187, O59 1.339
58 O 1.332 2.220 1.591  C57 1.187
59 O 0.827 0.332 0.438  C54 1.480, C57 1.339
60 H 0.242 -2.168 -0.547  C53 1.108
61 H -1.378 -1.699 -1.050  C53 1.101
62 H -1.107 -1.737 0.636  C53 1.081
63 H 0.130 0.039 -1.481  C54 1.060
64 H -2.061 0.509 0.574  C55 1.127
65 H -1.823 1.332 -1.114  C55 1.092
66 C -3.274 -0.822 -4.052  C67 1.508, H73 1.105, H74 1.096, H75 1.080
67 C -3.467 0.651 -4.311  C66 1.508, C68 1.519, O72 1.448, H76 1.083
68 C -4.879 1.075 -3.947  C67 1.519, O69 1.436, H77 1.093, H78 1.071
69 O -4.693 2.332 -3.278  C68 1.436, C70 1.351
70 C -3.424 2.415 -2.824  O69 1.351, O71 1.185, O72 1.362
71 O -3.017 3.296 -2.143  C70 1.185
72 O -2.698 1.376 -3.321  C67 1.448, C70 1.362
73 H -4.034 -1.429 -4.577  C66 1.105
74 H -3.372 -0.985 -2.973  C66 1.096
75 H -2.317 -1.211 -4.370  C66 1.080
76 H -3.120 0.960 -5.289  C67 1.083
77 H -5.296 0.347 -3.246  C68 1.093
78 H -5.561 1.199 -4.762  C68 1.071
79 C -2.124 -4.573 -0.116  C80 1.567, H86 1.114, H87 1.075, H88 1.135
80 C -2.015 -6.130 0.023  C79 1.567, C81 1.512, O85 1.464, H89 1.107
81 C -2.876 -6.829 1.050  C80 1.512, O82 1.427, H90 1.099, H91 1.065
82 O -3.294 -8.019 0.383  C81 1.427, C83 1.335
83 C -3.076 -7.972 -0.933  O82 1.335, O84 1.185, O85 1.382
84 O -3.373 -8.754 -1.773  C83 1.185
85 O -2.378 -6.814 -1.220  C80 1.464, C83 1.382
86 H -2.055 -4.155 0.913  C79 1.114
87 H -3.074 -4.304 -0.541  C79 1.075
88 H -1.313 -4.142 -0.784  C79 1.135
89 H -0.944 -6.375 0.160  C80 1.107
90 H -3.742 -6.210 1.324  C81 1.099
91 H -2.317 -7.087 1.919  C81 1.065
92 C 1.231 -1.180 -5.574  C93 1.513, H99 1.098, H100 1.077, H101 1.095
93 C 2.529 -1.902 -5.284  C92 1.513, C94 1.522, O98 1.482, H102 1.075
94 C 2.399 -2.728 -4.013  C93 1.522, O95 1.409, H103 1.055, H104 1.092
95 O 2.251 -4.059 -4.452  C94 1.409, C96 1.345
96 C 2.464 -4.130 -5.778  O95 1.345, O97 1.183, O98 1.347
97 O 2.354 -5.129 -6.401  C96 1.183
98 O 2.849 -2.944 -6.288  C93 1.482, C96 1.347
99 H 1.368 -0.715 -6.559  C92 1.098
100 H 1.017 -0.402 -4.860  C92 1.077
101 H 0.406 -1.898 -5.620  C92 1.095
102 H 3.348 -1.206 -5.252  C93 1.075
103 H 1.564 -2.430 -3.440  C94 1.055
104 H 3.291 -2.676 -3.386  C94 1.092
105 C -1.275 1.053 3.731  C106 1.482, H112 1.072, H113 1.115, H114 1.108
106 C -2.165 0.703 4.863  C105 1.482, C107 1.483, O111 1.487, H115 1.104
107 C -1.559 0.127 6.088  C106 1.483, O108 1.441, H116 1.076, H117 1.077
108 O -2.056 0.950 7.162  C107 1.441, C109 1.394
109 C -2.790 2.040 6.699  O108 1.394, O110 1.179, O111 1.380
110 O -3.435 2.754 7.382  C109 1.179
111 O -2.873 1.926 5.326  C106 1.487, C109 1.380
112 H -0.475 1.705 4.022  C105 1.072
113 H -1.860 1.670 3.010  C105 1.115
114 H -0.837 0.157 3.247  C105 1.108
115 H -2.906 -0.029 4.497  C106 1.104
116 H -0.490 0.248 6.093  C107 1.076
117 H -1.908 -0.880 6.244  C107 1.077
118 C 1.950 -2.849 2.149  C119 1.463, H125 1.080, H126 1.075, H127 1.087
119 C 0.986 -3.486 3.046  C118 1.463, C120 1.531, O124 1.432, H128 1.120
120 C 0.874 -2.850 4.434  C119 1.531, O121 1.473, H129 1.113, H130 1.092
121 O -0.490 -2.295 4.421  C120 1.473, C122 1.327
122 C -1.161 -2.615 3.321  O121 1.327, O123 1.189, O124 1.387
123 O -2.284 -2.318 3.068  C122 1.189
124 O -0.301 -3.271 2.454  C119 1.432, C122 1.387
125 H 2.934 -3.109 2.511  C118 1.080
126 H 1.889 -1.777 2.097  C118 1.075
127 H 1.784 -3.212 1.138  C118 1.087
128 H 1.160 -4.592 3.016  C119 1.120
129 H 1.586 -2.006 4.578  C120 1.113
130 H 0.927 -3.547 5.272  C120 1.092
131 C -4.453 -5.921 -4.428  C132 1.501, H138 1.080, H139 1.093, H140 1.087
132 C -2.953 -5.900 -4.363  C131 1.501, C133 1.545, O137 1.461, H141 1.091
133 C -2.163 -5.797 -5.687  C132 1.545, O134 1.394, H142 1.102, H143 1.101
134 O -1.148 -4.864 -5.480  C133 1.394, C135 1.360
135 C -1.515 -4.151 -4.382  O134 1.360, O136 1.211, O137 1.314
136 O -0.862 -3.194 -4.033  C135 1.211
137 O -2.551 -4.643 -3.739  C132 1.461, C135 1.314
138 H -4.759 -6.853 -4.879  C131 1.080
139 H -4.796 -5.045 -4.985  C131 1.093
140 H -4.889 -5.929 -3.432  C131 1.087
141 H -2.592 -6.705 -3.722  C132 1.091
142 H -2.835 -5.405 -6.469  C133 1.102
143 H -1.747 -6.766 -6.004  C133 1.101
144 C 4.079 4.162 -2.798  C145 1.548, H151 1.090, H152 1.085, H153 1.074
145 C 2.570 4.487 -2.915  C144 1.548, C146 1.508, O150 1.468, H154 1.087
146 C 2.042 4.367 -4.322  C145 1.508, O147 1.430, H155 1.090, H156 1.066
147 O 1.480 3.053 -4.364  C146 1.430, C148 1.372
148 C 1.198 2.652 -3.082  O147 1.372, O149 1.172, O150 1.346
149 O 0.503 1.766 -2.757  C148 1.172
150 O 1.757 3.498 -2.197  C145 1.468, C148 1.346
151 H 4.360 4.193 -1.746  C144 1.090
152 H 4.741 4.819 -3.354  C144 1.085
153 H 4.222 3.132 -3.063  C144 1.074
154 H 2.335 5.475 -2.531  C145 1.087
155 H 2.806 4.384 -5.100  C146 1.090
156 H 1.252 5.047 -4.544  C146 1.066
157 C 5.133 -0.535 1.741  C158 1.553, H164 1.098, H165 1.073, H166 1.085
158 C 3.884 0.107 1.079  C157 1.553, C159 1.546, O163 1.421, H167 1.114
159 C 4.141 1.367 0.221  C158 1.546, O160 1.418, H168 1.082, H169 1.082
160 O 3.449 1.145 -0.997  C159 1.418, C161 1.369
161 C 3.078 -0.171 -1.052  O160 1.369, O162 1.175, O163 1.358
162 O 2.559 -0.673 -1.979  C161 1.175
163 O 3.404 -0.808 0.103  C158 1.421, C161 1.358
164 H 4.945 -1.597 1.948  C157 1.098
165 H 5.499 -0.071 2.637  C157 1.073
166 H 5.911 -0.522 0.985  C157 1.085
167 H 3.116 0.343 1.851  C158 1.114
168 H 5.198 1.478 0.020  C159 1.082
169 H 3.742 2.272 0.660  C159 1.082
170 C 1.877 -5.938 -2.033  C171 1.534, H177 1.098, H178 1.098, H179 1.096
171 C 3.404 -5.959 -1.892  C170 1.534, C172 1.532, O176 1.454, H180 1.064
172 C 4.184 -6.540 -3.075  C171 1.532, O173 1.436, H181 1.065, H182 1.069
173 O 5.390 -5.763 -3.015  C172 1.436, C174 1.356
174 C 5.066 -4.556 -2.490  O173 1.356, O175 1.177, O176 1.341
175 O 5.812 -3.647 -2.524  C174 1.177
176 O 3.885 -4.588 -1.855  C171 1.454, C174 1.341
177 H 1.279 -5.454 -1.249  C170 1.098
178 H 1.548 -6.985 -2.066  C170 1.098
179 H 1.545 -5.518 -2.989  C170 1.096
180 H 3.644 -6.388 -0.948  C171 1.064
181 H 3.684 -6.220 -3.960  C172 1.065
182 H 4.469 -7.566 -2.990  C172 1.069
183 C -1.257 5.573 -1.128  Cl184 1.712, Cl185 1.807, Cl186 1.755, H187 1.071
184 Cl 0.127 5.640 -0.123  C183 1.712
185 Cl -0.919 6.151 -2.807  C183 1.807
186 Cl -2.570 6.554 -0.499  C183 1.755
187 H -1.662 4.590 -1.257  C183 1.071

Atomic partial charges in e from the Löwdin method, atoms 1 to 4:
1. C -0.026
2. C -0.346
3. C -0.115
4. O 0.053